No. 1
{"formula": "C22H43N2P3PmSe", "method": "ωB97M-V/def2-TZVPD", "elements": ["Pm", "P", "P", "P", "H", "C", "C", "H", "C", "C", "C", "C", "C", "C", "C", "C", "C", "H", "H", "H", "H", "H", "H", "H", "H", "H", "H", "H", "H", "H", "H", "H", "H", "H", "H", "H", "H", "H", "H", "H", "H", "H", "H", "H", "H", "H", "C", "C", "C", "C", "C", "C", "Se", "H", "H", "H", "H", "H", "H", "N", "C", "C", "C", "C", "C", "N", "H", "H", "H", "H", "H", "H"], "xyz": [[-0.04, -0.83, 0.48], [-1.82, -0.04, 2.54], [-2.41, -0.81, -2.56], [-0.23, 2.86, -0.50], [6.63, 0.47, 2.36], [6.12, 1.24, 2.96], [4.85, 1.10, 3.37], [4.24, 0.24, 3.08], [-2.17, -1.46, 3.65], [-3.53, 0.48, 2.14], [-1.31, 1.23, 3.75], [-1.26, -0.76, -3.96], [-3.01, -2.51, -2.49], [-3.82, 0.15, -3.20], [0.87, 4.12, 0.14], [-1.87, 3.16, 0.18], [-0.29, 2.88, -2.30], [6.74, 2.05, 3.36], [4.44, 1.86, 4.06], [-1.22, -1.88, 4.02], [-2.70, -2.25, 3.09], [-2.78, -1.11, 4.49], [-4.04, -0.31, 1.57], [-3.52, 1.40, 1.54], [-4.08, 0.66, 3.07], [-0.35, 0.94, 4.20], [-2.07, 1.31, 4.54], [-1.18, 2.20, 3.26], [-1.78, -0.90, -4.93], [-0.51, -1.55, -3.85], [-0.76, 0.22, -3.97], [-3.60, -2.75, -3.39], [-3.65, -2.64, -1.60], [-2.17, -3.20, -2.41], [-4.21, -0.28, -4.13], [-3.52, 1.18, -3.43], [-4.65, 0.19, -2.48], [0.81, 5.02, -0.48], [1.89, 3.71, 0.13], [0.59, 4.35, 1.18], [-2.04, 4.25, 0.16], [-1.94, 2.80, 1.23], [-2.64, 2.67, -0.44], [-0.17, 3.92, -2.62], [-1.25, 2.46, -2.65], [0.53, 2.25, -2.68], [3.14, 0.38, -1.53], [3.72, -0.02, -0.30], [4.85, 0.64, 0.14], [5.48, 1.63, -0.62], [4.96, 1.95, -1.89], [3.82, 1.30, -2.37], [1.42, -0.21, -1.94], [0.47, 1.64, -0.23], [3.23, -0.79, 0.30], [5.22, 0.42, 1.14], [6.37, 2.16, -0.27], [5.47, 2.70, -2.50], [3.39, 1.54, -3.35], [-1.85, -0.29, -1.12], [-1.98, -3.85, 0.58], [-1.92, -5.24, 0.59], [-0.68, -5.88, 0.47], [0.47, -5.10, 0.32], [0.36, -3.70, 0.27], [-0.85, -3.09, 0.40], [-2.56, 0.34, -0.74], [-2.91, -3.29, 0.71], [-2.84, -5.78, 0.68], [-0.60, -6.97, 0.48], [1.46, -5.54, 0.21], [1.25, -3.06, 0.10]], "total_charge": 3, "total_energy_ha": -5006.52847, "orbital_gap_ev": [5.589, 6.180], "e_homo_ev": [-15.13, -15.16], "lumo_ev": [-9.54, -8.98], "spin_multiplicity": 5}

No. 2
{"formula": "C22H43N2P3SeTc", "method": "ωB97M-V/def2-TZVPD", "elements": ["Tc", "P", "P", "P", "H", "C", "C", "H", "C", "C", "C", "C", "C", "C", "C", "C", "C", "H", "H", "H", "H", "H", "H", "H", "H", "H", "H", "H", "H", "H", "H", "H", "H", "H", "H", "H", "H", "H", "H", "H", "H", "H", "H", "H", "H", "H", "C", "C", "C", "C", "C", "C", "Se", "H", "H", "H", "H", "H", "H", "N", "C", "C", "C", "N", "C", "C", "H", "H", "H", "H", "H", "H"], "xyz": [[-0.03, -0.66, 0.42], [-1.39, -2.37, 0.88], [1.43, -0.86, 2.18], [1.28, -1.50, -1.17], [-2.99, 1.67, -2.80], [-2.64, 0.66, -3.00], [-2.10, -0.13, -2.08], [-1.82, 0.26, -1.11], [-3.03, -2.12, 1.73], [-0.77, -3.75, 1.96], [-2.05, -3.31, -0.54], [2.63, 0.51, 2.17], [1.04, -0.73, 3.99], [2.53, -2.30, 2.32], [0.59, -1.30, -2.85], [1.62, -3.29, -1.01], [2.95, -0.75, -1.39], [-2.80, 0.33, -4.02], [-1.96, -1.19, -2.22], [-3.59, -1.26, 1.33], [-2.80, -2.00, 2.80], [-3.65, -3.02, 1.59], [-0.47, -3.38, 2.95], [0.03, -4.36, 1.51], [-1.68, -4.36, 2.06], [-2.52, -2.66, -1.28], [-2.82, -3.91, -0.03], [-1.29, -3.97, -1.00], [3.37, 0.40, 2.97], [2.07, 1.43, 2.35], [3.16, 0.64, 1.23], [1.93, -0.87, 4.62], [0.30, -1.47, 4.32], [0.64, 0.24, 4.27], [3.09, -2.12, 3.25], [3.25, -2.41, 1.52], [1.99, -3.24, 2.42], [1.20, -1.76, -3.63], [0.45, -0.23, -3.08], [-0.40, -1.76, -2.88], [2.26, -3.59, -1.85], [0.71, -3.90, -1.02], [2.15, -3.49, -0.06], [3.48, -1.10, -2.29], [3.58, -0.95, -0.51], [2.76, 0.33, -1.46], [1.73, 3.39, -2.52], [0.42, 2.98, -2.89], [0.02, 2.79, -4.21], [0.91, 3.11, -5.25], [2.24, 3.46, -4.92], [2.68, 3.59, -3.58], [1.84, 3.93, -0.64], [2.79, 3.46, 0.46], [-0.32, 2.76, -2.12], [-0.97, 2.38, -4.38], [0.60, 3.03, -6.31], [2.94, 3.59, -5.77], [3.75, 3.82, -3.39], [-3.04, 3.97, 3.48], [-2.54, 2.92, 2.79], [-2.14, 1.75, 3.46], [-1.59, 0.70, 2.74], [-1.30, 0.80, 1.40], [-1.57, 1.99, 0.78], [-2.24, 3.03, 1.41], [-3.28, 3.86, 4.45], [-3.43, 4.78, 3.01], [-2.25, 1.66, 4.55], [-1.28, -0.19, 3.31], [-1.19, 2.13, -0.23], [-2.47, 3.91, 0.82]], "total_charge": 4, "total_energy_ha": -4478.27392, "relative_energy_kcal_mol": 0.0, "orbital_gap_ev": [6.830, 4.946], "e_homo_ev": [-19.76, -19.71], "lumo_ev": [-12.93, -14.76], "spin_multiplicity": 4}

No. 3
{"formula": "C22H44Al2BBr3CaCl3F11I2N2O9PSV", "method": "ωB97M-V/def2-TZVPD", "elements": ["C", "C", "O", "C", "O", "C", "C", "C", "P", "I", "C", "N", "C", "C", "I", "C", "C", "N", "C", "C", "C", "O", "S", "C", "O", "O", "H", "H", "H", "H", "H", "H", "H", "H", "H", "H", "H", "H", "H", "H", "H", "H", "H", "H", "H", "H", "H", "H", "H", "H", "H", "H", "H", "H", "H", "H", "H", "H", "Al", "Br", "Cl", "O", "V", "O", "C", "Cl", "Cl", "H", "H", "C", "C", "O", "C", "O", "C", "F", "F", "F", "H", "H", "H", "H", "H", "H", "F", "Al", "F", "F", "F", "Ca", "Br", "C", "C", "Br", "H", "H", "H", "H", "B", "F", "F", "F", "F"], "xyz": [[-2.34, 0.56, 6.86], [-3.76, 1.23, 6.29], [-4.41, 0.38, 5.27], [-5.50, 1.15, 4.57], [-6.55, 1.52, 5.34], [-5.40, 1.50, 2.94], [-3.91, 2.20, 2.63], [-3.20, 1.27, 1.50], [-1.52, 1.83, 0.73], [0.73, 2.70, -0.04], [-1.22, 3.16, 2.13], [-1.89, 4.51, 1.84], [-2.28, 5.22, 3.13], [-1.64, 0.60, -0.74], [-2.75, -1.26, -0.44], [-0.27, 0.18, -1.52], [-0.46, -1.17, -2.51], [-2.19, 3.16, -0.19], [-3.60, 3.24, -0.55], [-1.49, 3.74, -1.35], [-1.18, 5.40, -1.33], [-1.32, 3.25, -2.61], [-0.40, 0.53, 1.98], [1.37, 1.08, 2.45], [-1.00, 0.26, 3.42], [-0.09, -0.90, 1.48], [-2.56, -0.16, 7.78], [-1.75, -0.03, 6.04], [-1.62, 1.40, 7.30], [-3.43, 2.30, 5.88], [-4.43, 1.44, 7.22], [-5.55, 0.48, 2.39], [-6.28, 2.25, 2.65], [-3.38, 2.19, 3.70], [-4.14, 3.30, 2.37], [-4.05, 1.04, 0.73], [-3.12, 0.23, 2.08], [-1.36, 2.77, 3.22], [-0.07, 3.51, 2.16], [-1.16, 5.18, 1.43], [-3.41, 5.61, 3.08], [-2.20, 4.57, 4.09], [-1.59, 6.18, 3.32], [-2.29, 1.09, -1.61], [-0.02, 1.00, -2.36], [0.65, -0.14, -0.88], [-0.27, -2.17, -1.94], [0.46, -1.08, -3.27], [-1.42, -1.12, -3.17], [-4.04, 2.25, -1.06], [-4.39, 3.55, 0.25], [-3.73, 4.06, -1.41], [-2.04, 5.98, -0.74], [-1.21, 5.85, -2.43], [-0.12, 5.56, -0.87], [1.47, 2.16, 2.85], [2.19, 0.74, 1.66], [1.65, 0.39, 3.39], [0.16, 5.17, 2.21], [-0.22, 0.81, 6.75], [-1.80, -1.74, 5.08], [-2.37, -4.44, 0.99], [-1.21, -4.74, 2.28], [-0.06, -5.03, 3.57], [-3.88, -8.11, 0.94], [-2.53, -7.14, 1.54], [-3.93, -9.69, 1.73], [-4.81, -7.58, 1.15], [-3.76, -8.25, -0.14], [1.14, -4.97, -2.09], [0.99, -6.44, -2.43], [1.03, -6.70, -3.83], [2.32, -6.79, -4.50], [3.12, -7.64, -3.86], [2.98, -5.38, -4.78], [2.04, -4.46, -5.13], [3.85, -5.44, -5.83], [3.68, -4.85, -3.74], [0.61, -4.34, -2.81], [0.77, -4.77, -1.09], [2.19, -4.67, -2.10], [-0.02, -6.74, -2.11], [1.68, -7.06, -1.86], [2.00, -7.08, -5.51], [5.45, -1.64, -1.72], [4.16, -2.44, -0.75], [4.61, -4.15, -0.45], [2.61, -2.37, -1.65], [3.99, -1.58, 0.83], [4.99, 0.51, -0.59], [5.59, 0.12, -4.00], [6.44, 0.12, -5.75], [7.82, 0.73, -5.70], [7.72, 2.68, -5.60], [5.76, 0.64, -6.44], [6.50, -0.94, -6.04], [8.37, 0.52, -6.62], [8.41, 0.40, -4.84], [6.62, 5.95, -4.05], [7.42, 7.06, -3.58], [6.88, 4.77, -3.23], [5.21, 6.29, -3.96], [6.96, 5.66, -5.44]], "total_energy_ha": -15318.04755, "orbital_gap_ev": 1.805, "e_homo_ev": -7.37, "lumo_ev": -5.56, "spin_multiplicity": 1}